1.
The following is a DFT calculation (ωB97M-V with the def2-TZVPD basis set) of a molecular structure, C31H43BN8O2S5V in a non-equilibrium geometry.

HOMO (spin up / spin down): -6.228 / -6.399 eV
Relative energy (zero: lowest compared OMol25 entry of this formula, charge and spin): 27.8 kcal/mol
LUMO energy (spin up / spin down): 0.21 / -0.13 eV
Spin multiplicity: 4
Net charge: 0
Kohn-Sham gap (spin up / spin down): 6.44 / 6.27 eV

Last column: Löwdin charge in e.
Atoms and positions in Å:
N: -1.163 2.818 0.622  0.042
C: 4.893 -3.425 -3.837  -0.119
C: 1.542 -3.225 3.568  -0.493
H: -1.240 0.545 -5.931  0.088
H: 0.647 -2.695 -4.716  0.093
H: 2.590 2.924 4.465  0.105
O: 3.360 0.056 -0.996  -0.036
S: 1.943 -1.602 2.844  0.894
C: 1.389 3.932 2.986  -0.510
H: -4.125 -2.976 1.251  0.106
C: -4.273 0.972 0.190  -0.039
C: 1.330 -2.077 1.217  -0.910
H: -2.564 2.641 -1.030  0.129
H: 3.558 -3.810 -2.249  0.102
H: -1.711 -2.227 -5.492  0.076
C: -4.170 -1.567 2.930  -0.486
C: -1.811 -1.665 -4.557  -0.052
C: -2.710 0.080 1.517  -0.579
H: -5.983 -0.006 1.263  0.134
H: 1.625 1.780 3.475  0.020
C: 4.869 -0.768 -3.106  -0.302
H: -5.605 -2.195 4.260  0.093
V: -0.071 -0.080 0.174  0.162
H: -6.267 -1.974 2.530  0.087
C: 2.678 4.187 2.170  -0.068
N: 2.227 -1.937 -0.900  0.032
N: 0.296 3.811 2.001  -0.014
H: -0.912 5.404 2.713  0.108
C: -3.277 -1.181 4.202  -0.056
C: 0.787 -1.735 -4.195  -0.014
C: 4.093 -1.715 -2.367  -0.088
C: -0.446 -0.814 -4.441  -0.501
H: 2.898 3.260 1.629  0.013
H: -0.026 5.197 4.181  0.068
C: -0.151 1.587 -3.463  0.021
H: -2.986 -0.111 4.133  0.074
C: 1.014 5.207 3.833  -0.053
H: 2.546 4.945 1.384  0.090
C: 5.658 -2.489 -4.503  -0.116
H: -2.409 -1.795 4.263  0.041
C: -3.611 -2.789 2.220  -0.047
H: -3.927 -1.313 5.084  0.076
H: 0.800 -1.932 -3.088  0.052
H: -2.545 -2.683 2.115  0.014
C: -0.886 4.536 2.052  -0.065
H: 6.308 -0.429 -4.641  0.117
C: -1.798 3.921 1.301  -0.022
H: -2.035 -2.333 -3.735  0.014
N: 1.523 -1.326 0.088  -0.289
C: 4.146 -3.048 -2.730  -0.047
C: 1.222 -4.298 2.456  -0.513
S: -1.218 -0.529 2.097  0.730
S: 1.365 1.713 0.703  0.852
H: 0.759 -3.065 4.319  0.063
C: 1.615 2.720 3.953  -0.019
C: -0.407 2.125 -2.235  -0.066
O: 4.727 0.540 -2.859  -0.004
H: 1.210 6.164 3.334  0.092
H: -0.325 3.164 -1.947  0.130
C: 3.177 -1.149 -1.357  -0.445
C: 0.110 2.697 1.144  -0.610
C: -0.306 -0.022 -5.775  -0.056
H: 6.406 -2.725 -5.252  0.097
S: -1.328 -1.542 -1.443  0.792
H: -4.664 1.634 -0.578  0.122
C: -0.947 -0.070 -2.117  -0.677
C: -5.650 -1.568 3.351  -0.042
H: 0.246 2.004 -4.367  0.110
C: -4.893 0.221 1.118  -0.063
H: -2.804 4.265 0.958  0.137
H: -3.791 -3.689 2.804  0.089
H: -5.981 -0.525 3.483  0.091
S: 0.432 -3.564 1.027  0.915
H: 2.500 -3.553 4.059  0.082
B: -1.925 1.888 -0.311  -0.570
H: 0.551 0.712 -5.807  0.093
H: 4.911 -4.464 -4.171  0.093
H: -0.300 -0.656 -6.641  0.076
H: 4.071 0.543 -1.980  0.031
H: 1.640 5.196 4.729  0.085
N: -2.889 0.956 0.477  0.047
H: 1.676 -1.174 -4.522  0.093
C: 5.669 -1.162 -4.150  -0.040
N: -0.881 1.131 -1.344  -0.080
H: 0.601 -5.135 2.765  0.065
H: 0.814 2.666 4.703  0.087
N: -0.530 0.224 -3.387  -0.003
H: 3.540 4.558 2.770  0.097
N: -3.958 -0.401 1.934  -0.009
H: 2.202 -4.741 2.145  0.089
H: -2.667 -0.970 -4.771  0.093

---

2.
The following is a DFT calculation (ωB97M-V with the def2-TZVPD basis set) of C20H28ClN3O3 in the gas phase.

HOMO: -8.450 eV
Relative energy (zero: lowest compared OMol25 entry of this formula, charge and spin): 0.3 kcal/mol
LUMO energy: 0.51 eV
Spin multiplicity: 1
Net charge: 0
SMILES: O=C(NCc1cccc(Cl)c1)[C@H]1CCC(=O)N(CCCN2CCOCC2)C1
Kohn-Sham gap: 8.96 eV

Last column: Löwdin charge in e.
Atoms and positions in Å:
C: -4.034 0.653 1.081  -0.042
H: 5.084 -0.970 1.538  0.127
C: -0.975 0.530 -0.874  -0.453
N: 4.656 0.915 0.767  -0.183
H: 4.475 2.696 -0.293  0.128
C: 2.308 0.209 0.108  -0.154
C: 6.482 1.917 -0.455  -0.199
H: -5.869 3.347 0.180  0.104
C: -5.614 2.319 0.380  -0.103
H: -1.973 0.572 -2.740  0.129
H: -2.787 -1.915 -2.583  0.109
H: 0.804 -0.377 1.555  0.134
C: 6.822 -0.132 0.569  -0.200
H: -5.446 -2.452 0.998  0.124
H: -1.298 -3.352 -1.161  0.156
C: -1.383 -2.282 -0.942  -0.198
O: -1.827 -2.031 1.410  0.075
H: -3.048 0.391 1.432  0.117
C: 0.875 0.216 0.637  -0.149
H: -4.084 -1.928 2.029  0.129
C: 4.965 1.727 -0.395  -0.172
C: 5.313 -0.372 0.654  -0.175
H: -1.096 -1.642 -2.957  0.121
C: -6.555 1.320 0.190  -0.670
H: -6.991 -0.773 0.259  0.108
C: -4.579 -1.791 1.064  -0.114
Cl: -8.142 1.732 -0.365  0.667
H: 2.628 -0.817 -0.082  0.104
H: 6.769 2.477 -1.347  0.124
H: 0.356 -2.216 0.329  0.130
O: 7.150 0.679 -0.535  -0.133
H: 4.996 -0.927 -0.247  0.124
H: -3.601 2.739 0.968  0.112
C: -4.978 -0.348 0.875  -0.206
H: 7.160 0.350 1.499  0.126
H: 0.704 -1.943 -1.396  0.132
C: -4.349 1.975 0.828  -0.058
H: -2.976 0.154 -1.368  0.108
H: 2.338 0.762 -0.833  0.118
H: 6.811 2.460 0.443  0.126
H: 2.931 1.893 1.301  0.125
H: 4.633 1.253 -1.335  0.125
C: -0.004 -1.732 -0.583  -0.121
N: -0.071 -0.309 -0.327  -0.039
C: -1.853 -1.518 -2.178  -0.148
H: 0.567 1.241 0.853  0.123
C: -2.285 -2.130 0.291  -0.464
C: -6.245 -0.010 0.424  -0.070
O: -1.004 1.718 -0.605  0.042
C: -2.007 -0.041 -1.837  -0.069
C: 3.256 0.864 1.125  -0.198
H: 7.360 -1.072 0.429  0.124
N: -3.612 -2.169 0.048  0.089
H: 3.187 0.323 2.074  0.124
H: -3.945 -2.178 -0.902  0.135